(1)
115
Properties=species:S:1:pos:R:3 method="wB97M-V/def2-TZVPD" smiles="CCCCCCCc1cnc2c(CCOCC)c(CP(=O)(O)O)c(S)cc2n1.CCOC(C)=O.CCOC(C)=O.CCOC(C)=O.CCOC(C)=O" mol_weight_g_mol=778.9 lumo_ev=-1.244 gap_ev=6.947 total_energy_ev=-86013.103 homo_energy_ev=-8.191
C 8.0422 -0.9679 -0.0671
C 8.0437 0.6932 -0.2600
C 7.0501 1.2826 0.9030
C 6.9468 2.9184 0.9666
C 6.9542 3.6727 -0.4891
C 5.6425 4.6953 -0.5605
C 4.8073 4.5871 -1.9748
C 3.4689 3.6037 -1.7723
C 3.7321 2.1823 -1.0260
N 2.6261 1.1883 -0.8177
C 1.3015 1.6378 -1.3655
C 0.0359 0.5588 -1.2160
C 0.1989 -0.9349 -0.5047
C 1.4414 -1.8229 -1.0996
O 1.0556 -3.0923 -1.7357
C 2.2692 -3.4645 -2.5341
C 2.5636 -5.1075 -2.4891
C -1.4683 0.9282 -1.7766
C -2.7832 -0.0575 -1.7326
P -3.8583 0.2506 -0.1404
O -5.3917 -0.1109 -0.4308
O -3.7705 1.9426 0.2660
O -3.3789 -0.7983 1.1978
C -1.6787 2.4196 -2.4411
S -3.3545 3.0519 -3.0941
C -0.4224 3.4779 -2.5842
C 1.1208 3.0975 -2.0625
N 2.1708 4.1465 -2.3012
H 7.9567 -1.2823 1.0703
H 9.0312 -1.4605 -0.4904
H 7.1512 -1.4827 -0.6327
H 9.1442 1.0502 -0.0633
H 7.6792 0.8751 -1.3605
H 7.4668 0.8775 1.9455
H 6.0032 0.7374 0.7655
H 7.8642 3.2832 1.6369
H 5.9835 3.1631 1.6262
H 6.9053 2.9615 -1.4193
H 7.9464 4.3067 -0.6059
H 4.8509 4.4755 0.3027
H 5.9786 5.8355 -0.4636
H 5.5264 4.1010 -2.7871
H 4.5178 5.6433 -2.3871
H 4.8130 1.8895 -0.6541
H -0.7809 -1.5740 -0.5216
H 0.4322 -0.7226 0.6465
H 2.2289 -2.0669 -0.2397
H 2.0330 -1.1712 -1.8904
H 3.2536 -2.9685 -2.1117
H 2.1302 -3.0808 -3.6547
H 2.6918 -5.4957 -1.3677
H 1.6730 -5.6720 -3.0292
H 3.5718 -5.3917 -3.0597
H -2.5073 -1.2153 -1.8249
H -3.4898 0.1571 -2.6649
H -2.8209 2.1969 0.4966
H -3.0245 -0.1344 1.8819
H -3.9011 2.0217 -3.8774
H -0.6223 4.5468 -3.0771
C -7.1203 1.9753 5.7910
C -6.3491 2.9632 4.9379
O -5.0517 2.4406 4.5930
C -4.8075 1.6315 3.5390
C -5.9633 0.9907 2.8314
O -3.6507 1.3656 3.2151
H -7.3105 1.0420 5.2538
H -8.0802 2.3989 6.0997
H -6.5462 1.7132 6.6858
H -6.9012 3.2709 4.0446
H -6.1708 3.8747 5.5190
H -6.1493 0.0048 3.2659
H -5.7056 0.8769 1.7748
H -6.8778 1.5815 2.8586
C 1.8913 2.9855 5.8066
C 2.6624 3.9734 4.9535
O 3.9598 3.4508 4.6086
C 4.2040 2.6417 3.5547
C 3.0483 2.0009 2.8471
O 5.3609 2.3758 3.2307
H 1.7010 2.0522 5.2695
H 0.9314 3.4091 6.1154
H 2.4654 2.7234 6.7015
H 2.1104 4.2811 4.0603
H 2.8408 4.8849 5.5346
H 2.8622 1.0150 3.2816
H 3.3060 1.8871 1.7905
H 2.1337 2.5917 2.8743
C -4.4564 -3.6296 2.0258
C -4.0764 -4.1941 0.6711
O -2.9468 -5.0811 0.7829
C -3.0313 -6.3932 1.0932
C -4.3217 -6.9305 1.6347
O -2.0406 -7.1175 1.0043
H -4.7664 -4.4176 2.7178
H -5.2760 -2.9119 1.9288
H -3.5990 -3.1260 2.4843
H -4.9152 -4.6843 0.1674
H -3.7616 -3.3734 0.0171
H -4.2947 -6.8982 2.7273
H -4.4325 -7.9678 1.3068
H -5.2036 -6.4026 1.2743
C -4.6779 -3.9083 -5.4867
C -4.4745 -2.9123 -6.6113
O -4.1676 -1.6048 -6.0901
C -2.9283 -1.1868 -5.7520
C -1.8283 -2.1978 -5.6298
O -2.7255 -0.0054 -5.4743
H -3.7699 -4.0332 -4.8904
H -4.9683 -4.8851 -5.8840
H -5.4589 -3.5591 -4.8032
H -3.7182 -3.2376 -7.3320
H -5.4103 -2.8098 -7.1720
H -1.7611 -2.5328 -4.5912
H -0.8858 -1.7241 -5.9181
H -1.9478 -3.0592 -6.2855


(2)
108
Properties=species:S:1:pos:R:3 method="wB97M-V/def2-TZVPD" mol_weight_g_mol=622.0 lumo_ev=0.243 gap_ev=9.848 total_energy_ev=-51744.077 homo_energy_ev=-9.605
C -1.8202 4.3293 -3.2628
C -2.8827 3.9515 -2.2203
C -2.8824 2.4812 -1.7159
C -3.9706 2.0641 -0.8726
N -4.8643 1.7135 -0.2269
H -0.8108 4.0955 -2.9245
H -1.8118 5.4153 -3.3557
H -2.0906 3.9019 -4.2284
H -3.8329 4.2383 -2.6709
H -2.7453 4.6210 -1.3712
H -1.9236 2.2499 -1.2520
H -2.9542 1.7853 -2.5517
C -2.0902 -1.4884 5.0716
C -2.1038 -1.0171 3.6142
C -0.9448 -1.5752 2.7538
C -0.9478 -3.0278 2.6410
N -0.9288 -4.1825 2.5460
H -2.2107 -2.5684 5.1565
H -2.9619 -1.0430 5.5512
H -1.2277 -1.0777 5.5964
H -1.9565 0.0604 3.5412
H -3.0508 -1.3484 3.1881
H 0.0695 -1.3751 3.0989
H -1.0369 -1.2023 1.7337
C -1.3291 0.3335 -0.3880
C 0.0873 -0.1368 -0.4304
C 0.5873 -0.8549 0.8743
C 0.6441 0.0305 2.0799
N 0.7301 0.7534 3.0340
H -1.5937 1.0821 -1.1348
H -1.5203 0.8946 0.5267
H -2.0549 -0.4733 -0.2860
H 0.7942 0.6761 -0.5963
H 0.1979 -0.8141 -1.2773
H 1.6372 -1.1241 0.7587
H -0.0007 -1.7620 1.0141
C 2.8174 -0.2446 0.5719
C 4.2603 -0.4128 0.1016
C 4.8003 0.6870 -0.8560
C 4.7874 2.1012 -0.3421
N 4.7863 3.2012 0.0220
H 2.1448 -0.1534 -0.2810
H 2.6953 0.6634 1.1625
H 2.4207 -1.0020 1.2478
H 4.3062 -1.3566 -0.4417
H 4.8985 -0.5547 0.9737
H 4.2674 0.6691 -1.8067
H 5.8652 0.5106 -1.0078
C -5.9002 -2.8721 -2.9156
C -5.4715 -1.3304 -3.0097
C -5.0321 -0.5902 -1.7295
C -3.8097 -1.1115 -1.0928
N -2.8710 -1.5143 -0.5680
H -5.0551 -3.5028 -2.6396
H -6.4401 -3.2862 -3.7671
H -6.5741 -3.0546 -2.0786
H -6.2884 -0.7913 -3.4894
H -4.6865 -1.2066 -3.7557
H -5.8080 -0.6785 -0.9690
H -4.9737 0.4783 -1.9368
C -0.7441 0.0470 -4.4634
C -0.5508 -0.5328 -3.0189
C -1.8489 -1.0054 -2.3737
C -2.5798 -1.9532 -3.2137
N -3.1949 -2.7230 -3.8835
H -1.4567 0.8692 -4.3974
H -1.1438 -0.6959 -5.1536
H 0.1698 0.4493 -4.9007
H 0.0045 0.1879 -2.4186
H 0.1487 -1.3674 -2.9724
H -2.4768 -0.1550 -2.1078
H -1.6195 -1.5563 -1.4615
C 3.0134 2.9518 3.2947
C 3.2096 1.4391 3.2586
C 4.4529 1.0357 2.4236
C 5.7142 1.2337 3.1441
N 6.7004 1.3438 3.7597
H 3.8238 3.2677 3.9515
H 2.0644 3.3073 3.6960
H 3.2072 3.4073 2.3235
H 2.3012 1.0161 2.8295
H 3.3262 1.1085 4.2907
H 4.5322 1.6962 1.5602
H 4.3718 0.0134 2.0542
C 0.6126 -5.8070 1.5087
C 1.7085 -5.5076 0.4702
C 1.9671 -3.9352 0.3665
C 0.9017 -3.1141 -0.1982
N 0.0129 -2.4541 -0.6740
H 0.5787 -6.8785 1.7059
H -0.3593 -5.4551 1.1628
H 0.8548 -5.4060 2.4929
H 1.4053 -5.9896 -0.4592
H 2.6627 -5.9224 0.7950
H 2.8659 -3.6868 -0.1980
H 2.0913 -3.5096 1.3622
C 0.9079 3.1415 1.2745
C 2.1430 3.8254 0.7049
C 2.3541 3.7742 -0.8000
C 2.3511 2.3814 -1.3783
N 2.2942 1.3033 -1.7948
H 0.7998 3.1864 2.3582
H 0.9898 2.0911 0.9948
H 0.0315 3.5316 0.7571
H 2.9628 3.3352 1.2301
H 2.2046 4.8622 1.0358
H 3.3118 4.2325 -1.0465
H 1.5832 4.3620 -1.2983


(3)
120
Properties=species:S:1:pos:R:3 method="wB97M-V/def2-TZVPD" spin_multiplicity=2 s_squared=0.758 mol_weight_g_mol=938.7 lumo_ev="-0.508 / -1.485" gap_ev="6.323 / 5.346" total_energy_ev=-160451.912 homo_energy_ev="-6.831 / -6.831"
Cu 0.4000 0.0352 0.3056
C -3.6538 -4.4188 -1.1033
C -3.8718 -2.9153 -1.0300
C -3.1212 -2.1855 -2.1306
O -3.4919 -2.5178 0.3087
P -2.7701 -1.2530 0.9418
O -1.9156 -0.4826 0.0204
C -1.9961 -2.0846 2.3627
P -0.7517 -1.0732 3.2042
O -0.1602 0.0232 2.4139
O 0.4227 -2.0130 3.6871
C 0.4603 -3.2218 4.4766
C -0.6909 -3.3382 5.4615
C 0.5506 -4.4251 3.5554
O -1.5706 -0.6103 4.4775
C -1.2149 0.5066 5.3436
C -1.6176 1.8273 4.7078
C 0.2577 0.4894 5.7249
O -3.8848 -0.4389 1.7222
C -4.9422 0.3975 1.1884
C -5.6094 -0.2224 -0.0274
C -4.4264 1.7923 0.8903
H -4.1208 -4.8230 -2.0007
H -4.0899 -4.9037 -0.2305
H -2.5848 -4.6367 -1.1314
H -4.9400 -2.7068 -1.1175
H -2.0540 -2.4055 -2.0894
H -3.2417 -1.1062 -2.0609
H -3.5079 -2.5210 -3.0924
H -1.5244 -2.9908 1.9867
H -2.7929 -2.3402 3.0573
H 1.3965 -3.1361 5.0311
H -1.6433 -3.4415 4.9383
H -0.7453 -2.4644 6.1093
H -0.5419 -4.2206 6.0826
H -0.3977 -4.6016 3.0438
H 0.7995 -5.3138 4.1353
H 1.3256 -4.2625 2.8084
H -1.8274 0.3293 6.2284
H -0.8935 2.1167 3.9466
H -1.6491 2.6025 5.4730
H -2.6084 1.7406 4.2582
H 0.8770 0.6144 4.8348
H 0.5296 -0.4476 6.2130
H 0.4635 1.3123 6.4080
H -5.6611 0.4372 2.0078
H -4.8904 -0.3069 -0.8452
H -6.4240 0.4207 -0.3552
H -6.0150 -1.2067 0.2056
H -3.6425 1.7470 0.1342
H -4.0230 2.2572 1.7900
H -5.2429 2.4084 0.5150
C 0.6885 0.1977 -2.9146
Si 2.4505 0.1145 -2.1679
C 2.9011 -1.6816 -2.6206
C 3.6690 1.1796 -3.1420
C 2.5387 0.5182 -0.3190
Si 3.1421 2.2052 0.3227
C 2.3223 2.5195 2.0123
C 2.9693 3.7717 -0.7329
C 5.0130 2.0859 0.6620
Si 3.3670 -0.8193 0.6650
C 3.3689 -0.6972 2.5533
C 5.1387 -1.3082 0.1947
C 2.2557 -2.3195 0.3002
C 2.7057 -3.6335 0.1925
C 1.8270 -4.6433 -0.1554
C 0.5002 -4.3112 -0.4007
C 0.1165 -2.9895 -0.2723
N 0.9651 -2.0209 0.0834
H 0.5463 -0.6433 -3.5961
H 0.4930 1.1063 -3.4860
H -0.0754 0.1178 -2.1366
H 3.0193 -1.7477 -3.7045
H 2.1022 -2.3718 -2.3357
H 3.8257 -2.0424 -2.1705
H 3.6224 0.9473 -4.2080
H 4.6892 0.9859 -2.8003
H 3.4872 2.2475 -3.0255
H 1.4295 1.9085 2.1384
H 2.0350 3.5678 2.1240
H 3.0085 2.2788 2.8281
H 2.2559 4.4669 -0.2920
H 2.6522 3.6069 -1.7619
H 3.9292 4.2885 -0.7782
H 5.2531 1.3992 1.4769
H 5.3853 3.0739 0.9407
H 5.5665 1.7655 -0.2246
H 3.9687 0.1468 2.8979
H 3.7870 -1.6076 2.9889
H 2.3526 -0.5690 2.9299
H 5.7862 -0.4318 0.2619
H 5.2167 -1.6891 -0.8232
H 5.5374 -2.0644 0.8743
H 3.7551 -3.8470 0.3528
H 2.1597 -5.6692 -0.2495
H -0.2135 -5.0692 -0.6937
H -0.8955 -2.6754 -0.4868
O -0.4548 9.5174 -2.6409
S 0.4505 9.0739 -1.5951
O 1.4060 8.0666 -2.0083
O 0.9858 10.1137 -0.7411
C -0.7194 8.1575 -0.5089
N -1.7042 8.8175 0.0984
C -2.5691 8.0929 0.7894
C -2.4913 6.7076 0.8763
C -1.4238 6.1157 0.2191
N -0.5371 6.8458 -0.4553
C -1.1506 4.6633 0.1922
C -0.3876 4.1516 -0.8542
C -0.0296 2.8206 -0.8347
N -0.4150 1.9770 0.1271
C -1.1821 2.4570 1.1061
C -1.5580 3.7827 1.1886
H -3.3642 8.6389 1.2870
H -3.2335 6.1297 1.4117
H -0.0414 4.8203 -1.6309
H 0.6039 2.4092 -1.6026
H -1.4956 1.7389 1.8484
H -2.1373 4.1346 2.0327


(4)
117
Properties=species:S:1:pos:R:3 method="wB97M-V/def2-TZVPD" smiles="C#C[C@H]1C[C@@]([PH2]=N)(P(N)O)[C@@H](CCF)OS1(=O)=O.CCCC#N.CCCC#N.CCCC#N.CCCC#N.CCCC#N.CCCC#N.CCCC#N" mol_weight_g_mol=800.0 lumo_ev=0.332 gap_ev=8.152 total_energy_ev=-92097.043 homo_energy_ev=-7.820
C -1.3739 -2.0701 1.3509
C -0.5720 -1.1929 1.4157
C 0.2923 0.0065 1.3295
C 1.6809 -0.2735 0.6833
C 1.6555 -0.3299 -0.8659
P 3.4327 -0.3784 -1.4866
N 4.2243 -1.5500 -0.7571
P 0.8750 -1.9463 -1.4583
N 1.7950 -2.5057 -2.8159
O 1.1796 -3.0793 -0.2755
C 1.0022 0.9241 -1.5078
C 1.2605 0.9963 -3.0300
C 0.2163 1.7870 -3.8113
F -1.0235 1.1913 -3.8237
O -0.4005 1.0248 -1.1800
S -0.6270 1.2850 0.3813
O -2.0113 1.0794 0.6817
O -0.2366 2.5992 0.8193
H -2.2569 -2.6393 1.1679
H 0.4384 0.3835 2.3461
H 2.1605 -1.1858 1.0457
H 2.3401 0.5703 0.9449
H 4.0763 0.8704 -1.2653
H 3.4485 -0.6467 -2.8699
H 5.0254 -1.1573 -0.2736
H 1.1489 -3.1050 -3.3097
H 2.5318 -3.1061 -2.4383
H 0.3701 -3.5903 -0.1787
H 1.4895 1.8097 -1.0596
H 2.2213 1.4964 -3.1996
H 1.3213 -0.0249 -3.4254
H 0.5561 1.8088 -4.8580
H 0.1655 2.8410 -3.5085
C -1.3177 1.9435 5.1490
C -0.7695 1.1850 6.3527
C 0.7436 1.3556 6.5218
C 1.4463 0.8443 5.3342
N 1.9931 0.4528 4.4049
H -0.8928 1.5771 4.2127
H -2.3996 1.8200 5.0824
H -1.1015 3.0108 5.2300
H -1.0116 0.1249 6.2473
H -1.2678 1.5393 7.2571
H 1.0915 0.8091 7.3987
H 0.9972 2.4081 6.6569
C 6.7659 4.0730 -3.2675
C 7.3336 2.6688 -3.0918
C 6.9766 1.7299 -4.2489
C 5.5156 1.5857 -4.3566
N 4.3758 1.4775 -4.4289
H 5.6743 4.0650 -3.2902
H 7.0740 4.7186 -2.4480
H 7.1257 4.5258 -4.1936
H 6.9648 2.2491 -2.1523
H 8.4203 2.7310 -3.0098
H 7.4141 0.7445 -4.0854
H 7.3631 2.1188 -5.1920
C -3.9474 6.4790 4.8295
C -4.3871 5.0578 5.1626
C -4.2849 4.7368 6.6577
C -2.8913 4.8677 7.1164
N -1.8011 4.9581 7.4623
H -2.8970 6.6417 5.0760
H -4.0643 6.6722 3.7630
H -4.5455 7.2129 5.3744
H -3.7775 4.3531 4.5929
H -5.4214 4.9189 4.8420
H -4.6215 3.7173 6.8485
H -4.9121 5.4140 7.2394
C -3.1780 -6.1972 -4.7448
C -2.4931 -5.1804 -5.6480
C -0.9801 -5.1242 -5.4156
C -0.7038 -4.7413 -4.0207
N -0.5108 -4.4456 -2.9282
H -3.0622 -5.9362 -3.6917
H -4.2471 -6.2317 -4.9527
H -2.7704 -7.1993 -4.8984
H -2.9310 -4.1954 -5.4741
H -2.6843 -5.4346 -6.6923
H -0.5188 -4.3944 -6.0820
H -0.5238 -6.0957 -5.6115
C -1.7900 -7.2711 -0.7322
C -2.2517 -6.0642 0.0762
C -3.7228 -6.1539 0.5024
C -4.5937 -6.2274 -0.6805
N -5.2701 -6.2686 -1.6062
H -2.3431 -7.3614 -1.6691
H -0.7339 -7.1760 -0.9865
H -1.9208 -8.1960 -0.1658
H -2.0949 -5.1589 -0.5166
H -1.6311 -5.9744 0.9704
H -4.0034 -5.2768 1.0864
H -3.8923 -7.0371 1.1198
C -8.8331 -2.1324 -0.8090
C -7.9802 -3.0658 -1.6616
C -7.9398 -4.4996 -1.1226
C -7.3613 -4.5195 0.2310
N -6.9023 -4.5346 1.2829
H -8.4333 -2.0360 0.2017
H -8.8565 -1.1332 -1.2454
H -9.8610 -2.4952 -0.7384
H -6.9651 -2.6670 -1.7195
H -8.3771 -3.0828 -2.6786
H -7.3305 -5.1284 -1.7700
H -8.9453 -4.9226 -1.0867
C 7.6194 7.4097 2.1327
C 6.7606 6.2725 1.5909
C 7.5188 5.3653 0.6162
C 7.9832 6.1373 -0.5493
N 8.3476 6.7460 -1.4462
H 7.9511 8.0765 1.3352
H 7.0501 8.0103 2.8425
H 8.5023 7.0241 2.6470
H 5.8835 6.6928 1.0947
H 6.3984 5.6689 2.4252
H 6.8687 4.5613 0.2673
H 8.3827 4.9140 1.1067